i.
15
Properties=species:S:1:pos:R:3:lowdin_charge:R:1 method="wB97M-V/def2-TZVPD" smiles=O.O.O.O.O homo_energy_ev=-10.37
O 1.9895 1.3728 1.8183 -0.03
H 2.3648 1.6541 1.0454 -0.03
H 1.5038 0.5604 1.6206 0.00
O 0.4971 -0.3318 -2.2833 0.01
H 0.0809 -0.6741 -3.0338 0.04
H 1.3049 0.0888 -2.5348 0.06
O -0.6420 1.6935 -0.3110 -0.03
H -0.2730 1.9126 -1.1469 0.01
H -0.5207 0.7825 -0.1508 -0.05
O -2.3599 -1.4101 1.1917 -0.01
H -1.9565 -1.0735 1.9705 0.03
H -2.9974 -2.0207 1.5047 0.03
O 0.5558 -0.6870 0.3842 -0.05
H 0.6965 -0.6770 -0.5636 0.00
H -0.2437 -1.1905 0.4887 0.02



ii.
15
Properties=species:S:1:pos:R:3:lowdin_charge:R:1 method="wB97M-V/def2-TZVPD" smiles=O.O.O.O.O homo_energy_ev=-10.92
O 0.7804 -0.0211 1.8136 -0.05
H 1.0551 0.1882 2.7027 0.06
H 0.6819 -0.9982 1.9071 0.09
O -1.1806 -1.9810 -0.9067 -0.04
H -1.4977 -1.1549 -0.5220 0.00
H -1.8738 -2.5721 -1.0079 0.00
O -1.4441 0.5148 0.3296 -0.07
H -0.9655 1.2345 -0.0587 0.00
H -0.9417 0.2594 1.1481 0.04
O 1.3723 -0.6231 -1.1553 -0.05
H 1.0709 -1.5281 -1.1676 0.02
H 1.2280 -0.2764 -0.2656 -0.01
O 0.8062 2.3818 -0.6503 -0.01
H 0.1840 2.9774 -1.0341 0.04
H 0.7246 1.5990 -1.1328 -0.02



Which structure loses on stability? i does.



i.
14
Properties=species:S:1:pos:R:3:lowdin_charge:R:1 method="wB97M-V/def2-TZVPD" homo_energy_ev="-9.05 / -9.05"
B 1.2751 -1.0028 0.5387 -0.37
C -1.2262 -0.3109 -0.2550 -0.18
C -0.6592 1.0662 0.3326 -0.17
C -0.0439 -1.1793 -0.4902 0.07
N 0.6761 1.3683 -0.2077 -0.05
O 1.4243 0.2513 -0.3610 -0.12
H 2.1434 -1.7925 0.5307 0.04
H 1.0020 -0.7516 1.5736 0.02
H -1.7261 -0.6970 0.6754 0.13
H -1.8256 -0.1621 -1.2053 0.12
H -1.4297 1.8470 0.1895 0.12
H -0.5301 0.9618 1.4598 0.13
H 0.3034 -1.2192 -1.5829 0.12
H 0.6165 1.6208 -1.1982 0.13



ii.
14
Properties=species:S:1:pos:R:3:lowdin_charge:R:1 method="wB97M-V/def2-TZVPD" smiles="C=CN=C.BO" homo_energy_ev=-9.33
C 2.7674 -0.7676 0.7280 0.05
C 2.0808 -0.0234 -0.1441 -0.25
N 1.0712 0.7938 0.3671 -0.08
C 0.1997 1.5854 -0.0795 -0.07
H 3.4590 -1.3555 0.2897 0.01
H 2.4338 -0.5622 1.7604 0.08
H 2.1401 0.1261 -1.2928 0.13
H 0.1254 1.7667 -1.2187 0.09
H -0.5904 2.1175 0.5356 0.08
B -3.0221 -0.5769 -0.2158 -0.20
O -2.8197 0.2986 0.7796 0.08
H -4.1010 -0.9445 -0.5587 0.02
H -2.1564 -1.1403 -0.8496 0.03
H -1.9853 0.5271 1.0708 0.02



iii.
14
Properties=species:S:1:pos:R:3:lowdin_charge:R:1 method="wB97M-V/def2-TZVPD" homo_energy_ev=-7.70
B 1.5244 1.4162 0.1809 -0.02
C -1.1523 1.2325 -0.1149 -0.08
C -1.1466 -0.2873 -0.3584 -0.28
C -0.0373 -1.1592 0.4137 -0.22
N 1.2527 -1.0040 -0.2447 -0.02
O 1.9218 0.2346 -0.0905 0.00
H 2.2971 2.2391 0.3425 0.03
H -1.9528 1.6503 0.5287 0.03
H -1.2916 1.7375 -1.0947 0.02
H -2.0745 -0.8332 -0.0999 0.09
H -0.8355 -0.5063 -1.4455 0.12
H 0.0899 -0.9642 1.5115 0.13
H -0.4805 -2.1226 0.2661 0.10
H 1.8852 -1.6333 0.2052 0.11



Which structure loses on stability? iii does.



i.
24
Properties=species:S:1:pos:R:3:lowdin_charge:R:1 method="wB97M-V/def2-TZVPD" smiles="CN(C)/C=N/O.c1ccnnc1" homo_energy_ev=-8.06
C -0.8583 0.1540 0.3755 -0.08
N -0.8937 1.0608 1.4971 -0.25
C -1.7812 0.6670 2.5496 -0.10
C 0.2162 1.7720 1.8636 -0.20
N 0.1993 2.4311 2.9640 -0.03
O 1.3585 3.1429 3.2978 -0.08
H 0.1780 -0.1928 0.2159 0.07
H -1.5073 -0.7000 0.6186 0.08
H -1.2791 0.6047 -0.5410 0.09
H -2.7563 0.4958 2.0903 0.09
H -1.4197 -0.2510 3.1062 0.11
H -1.8351 1.4856 3.2774 0.07
H 1.0852 1.7148 1.1841 0.14
H 2.0944 2.8103 2.7624 0.07
C 0.8213 -2.3549 -1.8703 -0.06
C -0.1771 -2.0214 -2.7681 -0.07
C -0.0014 -0.8695 -3.5011 -0.16
N 1.0297 -0.0484 -3.3674 0.01
N 1.9925 -0.3609 -2.5182 0.01
C 1.9009 -1.4744 -1.8032 -0.16
H 0.7653 -3.2469 -1.2542 0.11
H -1.0765 -2.6303 -2.8809 0.11
H -0.7736 -0.5409 -4.1935 0.11
H 2.7181 -1.6478 -1.1047 0.11



ii.
24
Properties=species:S:1:pos:R:3:lowdin_charge:R:1 method="wB97M-V/def2-TZVPD" homo_energy_ev=-8.44
C -3.3846 -1.1941 0.5565 -0.02
C -3.0236 -1.3454 -0.8392 -0.12
C -3.1124 0.1048 0.8310 -0.05
C 2.0169 -0.0455 -1.1046 -0.15
C 0.7638 -0.6037 -0.3642 -0.17
C 1.9022 0.9355 0.9183 -0.20
C -2.0580 1.8907 -0.7037 0.13
N -2.6017 -0.2343 -1.3152 0.05
N -2.5772 0.7181 -0.3196 -0.24
N 2.8385 0.5551 -0.0742 -0.21
N 3.9512 -0.2115 0.4171 0.05
O 0.8473 -0.0658 0.9787 -0.13
H -3.8537 -1.8362 1.2035 0.07
H -2.8995 -2.2691 -1.3440 0.10
H -3.1915 0.6664 1.7202 0.11
H 2.4054 -0.7550 -1.9359 0.15
H 1.6800 0.8430 -1.6514 0.11
H -0.1044 -0.2496 -0.9285 0.09
H 0.8868 -1.5985 -0.4251 0.07
H 2.2519 0.9497 1.9105 0.11
H 1.4433 1.8804 0.4968 0.14
H -2.2479 2.7489 -0.0207 0.01
H 4.2574 0.2471 1.2784 0.08
H 3.8101 -1.1308 0.7153 0.04



Which structure loses on stability? ii does.



i.
20
Properties=species:S:1:pos:R:3:lowdin_spin:R:1 method="wB97M-V/def2-TZVPD" charge=+1 spin_multiplicity=2 homo_energy_ev="-14.07 / -13.88"
N -0.7479 -1.1482 0.4650 0.34
C 0.3041 -0.6258 -0.3642 0.12
C -0.0177 0.7249 -0.9999 0.03
C -1.2778 0.6015 -1.8286 0.01
O -2.0893 1.4928 -1.8004 0.04
C 1.6185 -0.5292 0.5429 0.12
N 2.0977 -1.8701 0.7966 0.28
H -0.6692 -2.0915 0.8114 0.01
H -1.1287 -0.5604 1.2027 0.01
H 0.4630 -1.3857 -1.1426 0.00
H 0.6149 1.2496 -1.7650 0.00
H -0.0574 1.4259 -0.1451 0.00
H -1.4112 -0.1775 -2.5740 0.00
H 2.3993 0.0107 0.0690 0.00
H 1.4259 -0.0047 1.4681 0.01
H 3.1138 -1.9128 0.8347 0.01
H 1.5543 -2.2536 1.5570 0.01
H -2.1137 2.5375 0.1548 0.00
H -2.2403 1.9171 1.6305 0.00
O -1.8385 2.5997 1.0870 0.00



ii.
20
Properties=species:S:1:pos:R:3:lowdin_spin:R:1 method="wB97M-V/def2-TZVPD" charge=+1 spin_multiplicity=2 homo_energy_ev="-14.09 / -14.01"
C 1.4022 0.8547 1.4864 0.00
N 1.6854 0.3646 0.2546 0.00
C 0.4654 -1.2900 -1.0294 0.01
C 0.6967 0.2135 -0.8393 0.01
C -0.6194 0.8689 -0.3653 0.13
N -1.5690 1.0495 -1.5092 0.69
O 0.3535 0.7533 2.0828 0.02
H 2.3648 1.2050 1.9338 0.00
H 2.5526 0.7642 -0.0835 0.00
H 1.2444 -1.7171 -1.6768 0.00
H -0.4393 -1.5568 -1.5798 0.00
H 0.4981 -1.7533 -0.0345 0.00
H 1.0653 0.6813 -1.7533 0.00
H -1.0887 0.4206 0.5435 0.04
H -0.4385 1.9143 -0.0467 0.06
H -2.5564 0.8804 -1.3126 0.02
H -1.1427 0.5129 -2.2640 0.02
H -2.2187 -1.3096 2.4442 0.00
H -0.6737 -1.5024 2.0173 0.00
O -1.5820 -1.3540 1.7319 0.01



Which structure loses on stability? i does.